# C6H12N2P

The ion C6H12N2P with charge +1 at a distorted geometry (wB97M-V/def2-TZVPD, OMol25).

Calculated values
HOMO (alpha / beta) = -11.706 / -11.706 eV
Relative energy (zero: lowest compared OMol25 entry of this formula, charge and spin) = 299.3 kJ/mol
LUMO level (alpha / beta) = -0.20543 / -0.20544 Ha

The geometry in ORCA input format:
```
! wB97M-V def2-TZVPD RIJCOSX def2/J DEFGRID3
* xyz 1 1
C 0.53853 -0.28642 0.18042
C -1.46698 0.42248 1.20789
C 1.25696 -1.50884 -0.31782
C -2.88904 0.24923 1.48968
C -1.54523 -1.33112 -0.52703
C 2.87545 2.32896 -0.92988
N 1.25999 0.73767 0.40969
N -0.84203 -0.34445 0.31167
P 2.68167 1.40891 0.64160
H 0.69513 -2.42344 -0.15853
H 2.21010 -1.59024 0.20345
H 1.47525 -1.40204 -1.38165
H -3.40898 -0.61115 1.06185
H -3.37486 1.17332 1.16591
H -3.00569 0.25146 2.57543
H -2.45058 -0.85733 -0.90276
H -1.82708 -2.21158 0.05323
H -0.93951 -1.63116 -1.37646
H 2.37447 3.29085 -0.81614
H 2.45030 1.81012 -1.78518
H 3.93215 2.52477 -1.10538
*
```